Entry 1:
Below is a single C16H17ClFN3O molecule in a non-equilibrium geometry, with properties calculated with wB97M-V/def2-TZVPD.

Cartesian coordinates (Å):
O (0.2124, -0.2437, -3.2397)
C (0.3264, -0.3733, -2.0337)
C (0.9416, -1.6472, -1.5888)
C (1.5616, -1.8458, -0.3978)
C (2.0326, -3.2053, -0.3699)
C (2.6113, -4.0004, 0.6521)
C (2.9229, -5.3132, 0.3763)
Cl (3.4931, -6.3340, 1.6517)
C (2.7077, -5.8431, -0.9011)
C (2.0854, -5.0491, -1.9140)
F (1.7735, -5.5376, -3.1363)
C (1.7108, -3.7600, -1.6050)
N (1.0490, -2.8037, -2.3725)
N (-0.0139, 0.6617, -1.1741)
C (-0.9208, 1.7127, -1.5226)
C (-1.5486, 1.5814, -0.1251)
N (-1.4432, 2.7826, 0.7719)
C (-2.2192, 4.0019, 0.4176)
C (-2.2894, 4.8358, 1.7192)
C (-1.3655, 4.1008, 2.7191)
C (-1.2887, 2.6243, 2.2113)
C (-0.4888, 0.5282, 0.2001)
H (1.6725, -1.1348, 0.4119)
H (2.9152, -3.5623, 1.6159)
H (2.9324, -6.8681, -1.1087)
H (0.7784, -2.9477, -3.3489)
H (-1.6107, 1.5281, -2.3524)
H (-0.4035, 2.6484, -1.6925)
H (-2.5468, 1.1537, -0.1476)
H (-3.2162, 3.7199, 0.0485)
H (-1.7392, 4.5885, -0.3495)
H (-1.9153, 5.8403, 1.4875)
H (-3.3383, 4.8828, 2.0739)
H (-1.7792, 4.1334, 3.7625)
H (-0.3894, 4.5779, 2.6792)
H (-2.1609, 2.0796, 2.6416)
H (-0.3844, 2.1659, 2.5838)
H (-0.9317, -0.4520, 0.3882)
H (0.2669, 0.7736, 0.9683)

Computed properties:
LUMO energy in eV: 0.325
Energy above the lowest of the compared OMol25 structures with the same formula, charge and spin in kcal per mole: 18.3
HOMO in Ha: -0.308
Largest force on an atom in eV Å⁻¹: 3.04
DFT total energy in eV: -38624.6934
Gap between HOMO and LUMO in eV: 8.715

=====

Entry 2:
Below is a molecular structure, C8H5AuClN2S3 in a non-equilibrium geometry, with properties calculated with wB97M-V/def2-TZVPD.

Cartesian coordinates (Å):
Au (0.2057, -1.8932, 6.0237)
Cl (0.1355, -1.9310, 8.2747)
S (0.3915, -2.9603, -1.9585)
C (0.3013, -2.2492, -0.4654)
S (0.4372, -3.2045, 0.9905)
C (0.2765, -1.7348, 1.9906)
N (0.1279, -0.6865, 1.2592)
N (0.1393, -0.9460, -0.0998)
C (-0.0234, 0.2121, -0.9231)
C (-0.1233, 0.1614, -2.3132)
C (-0.2822, 1.3331, -3.0410)
C (-0.3443, 2.5643, -2.4140)
C (-0.2474, 2.6181, -1.0313)
C (-0.0899, 1.4615, -0.2900)
S (0.3126, -1.7866, 3.6654)
H (-0.0794, -0.7818, -2.8246)
H (-0.3584, 1.2743, -4.1196)
H (-0.4669, 3.4733, -2.9900)
H (-0.2952, 3.5693, -0.5165)
H (-0.0170, 1.5066, 0.7828)

Computed properties:
LUMO energy in eV: 2.765
Net charge: -1
HOMO in Ha: -0.179
Largest force on an atom in eV Å⁻¹: 1.01
DFT total energy in eV: -60080.4346
Gap between HOMO and LUMO in eV: 7.642

=====

What did the second record say?
Below is a molecular structure, C8H5AuClN2S3 in a non-equilibrium geometry, with properties calculated with wB97M-V/def2-TZVPD.

Cartesian coordinates (Å):
Au (0.2057, -1.8932, 6.0237)
Cl (0.1355, -1.9310, 8.2747)
S (0.3915, -2.9603, -1.9585)
C (0.3013, -2.2492, -0.4654)
S (0.4372, -3.2045, 0.9905)
C (0.2765, -1.7348, 1.9906)
N (0.1279, -0.6865, 1.2592)
N (0.1393, -0.9460, -0.0998)
C (-0.0234, 0.2121, -0.9231)
C (-0.1233, 0.1614, -2.3132)
C (-0.2822, 1.3331, -3.0410)
C (-0.3443, 2.5643, -2.4140)
C (-0.2474, 2.6181, -1.0313)
C (-0.0899, 1.4615, -0.2900)
S (0.3126, -1.7866, 3.6654)
H (-0.0794, -0.7818, -2.8246)
H (-0.3584, 1.2743, -4.1196)
H (-0.4669, 3.4733, -2.9900)
H (-0.2952, 3.5693, -0.5165)
H (-0.0170, 1.5066, 0.7828)

Computed properties:
LUMO energy in eV: 2.765
Net charge: -1
HOMO in Ha: -0.179
Largest force on an atom in eV Å⁻¹: 1.01
DFT total energy in eV: -60080.4346
Gap between HOMO and LUMO in eV: 7.642

=====

- Which of these has the lowest HOMO?
  C16H17ClFN3O

=====

Please write out number 1 again, unchanged.
Below is a single C16H17ClFN3O molecule in a non-equilibrium geometry, with properties calculated with wB97M-V/def2-TZVPD.

Cartesian coordinates (Å):
O (0.2124, -0.2437, -3.2397)
C (0.3264, -0.3733, -2.0337)
C (0.9416, -1.6472, -1.5888)
C (1.5616, -1.8458, -0.3978)
C (2.0326, -3.2053, -0.3699)
C (2.6113, -4.0004, 0.6521)
C (2.9229, -5.3132, 0.3763)
Cl (3.4931, -6.3340, 1.6517)
C (2.7077, -5.8431, -0.9011)
C (2.0854, -5.0491, -1.9140)
F (1.7735, -5.5376, -3.1363)
C (1.7108, -3.7600, -1.6050)
N (1.0490, -2.8037, -2.3725)
N (-0.0139, 0.6617, -1.1741)
C (-0.9208, 1.7127, -1.5226)
C (-1.5486, 1.5814, -0.1251)
N (-1.4432, 2.7826, 0.7719)
C (-2.2192, 4.0019, 0.4176)
C (-2.2894, 4.8358, 1.7192)
C (-1.3655, 4.1008, 2.7191)
C (-1.2887, 2.6243, 2.2113)
C (-0.4888, 0.5282, 0.2001)
H (1.6725, -1.1348, 0.4119)
H (2.9152, -3.5623, 1.6159)
H (2.9324, -6.8681, -1.1087)
H (0.7784, -2.9477, -3.3489)
H (-1.6107, 1.5281, -2.3524)
H (-0.4035, 2.6484, -1.6925)
H (-2.5468, 1.1537, -0.1476)
H (-3.2162, 3.7199, 0.0485)
H (-1.7392, 4.5885, -0.3495)
H (-1.9153, 5.8403, 1.4875)
H (-3.3383, 4.8828, 2.0739)
H (-1.7792, 4.1334, 3.7625)
H (-0.3894, 4.5779, 2.6792)
H (-2.1609, 2.0796, 2.6416)
H (-0.3844, 2.1659, 2.5838)
H (-0.9317, -0.4520, 0.3882)
H (0.2669, 0.7736, 0.9683)

Computed properties:
LUMO energy in eV: 0.325
Energy above the lowest of the compared OMol25 structures with the same formula, charge and spin in kcal per mole: 18.3
HOMO in Ha: -0.308
Largest force on an atom in eV Å⁻¹: 3.04
DFT total energy in eV: -38624.6934
Gap between HOMO and LUMO in eV: 8.715